# 1
Molecular formula: C12H14N4OS2
Method: DFT, the ωB97M-V functional and the def2-TZVPD basis

Geometry (Å):
C: -1.063 -5.153 3.546
C: -1.665 -3.957 3.086
C: -2.708 -3.944 1.932
S: -3.370 -2.128 1.583
C: -2.090 -1.561 0.532
N: -2.014 -0.269 0.337
N: -1.007 0.128 -0.212
C: 0.055 -0.873 -0.635
N: 1.096 -0.649 -1.410
C: 1.448 0.597 -1.735
O: 2.789 0.372 -2.245
N: 0.885 1.641 -1.528
C: 1.367 3.080 -1.605
C: 0.298 4.044 -1.173
C: 0.713 5.378 -1.442
C: 1.882 5.500 -2.196
C: 2.858 4.696 -2.494
C: 2.454 3.356 -2.440
S: -0.603 -2.300 0.031
H: -0.448 -5.136 4.335
H: -0.628 -5.569 2.492
H: -1.845 -5.847 3.790
H: -0.853 -3.096 2.854
H: -2.100 -3.406 3.854
H: -3.717 -4.478 2.145
H: -2.206 -4.244 1.079
H: 1.656 -1.613 -1.516
H: -0.084 1.612 -0.878
H: -0.520 3.604 -0.751
H: 0.029 5.912 -1.440
H: 2.243 6.758 -2.229
H: 3.787 4.897 -3.060
H: 3.363 2.646 -2.607

Properties
highest occupied orbital energy: -7.82 eV
net charge: 0
spin multiplicity: 1
energy: -42339.7930 eV
SMILES: CCCSc1nnc(NC(=O)Nc2ccccc2)s1

Mulliken population analysis, charges in e, atoms 1 to 8: C -1.208; C -0.122; C -0.788; S -0.072; C 0.523; N -1.000; N 0.046; C 0.215

=====

# 2
Molecular formula: C10H21NO2P
Method: DFT, the ωB97M-V functional and the def2-TZVPD basis

Geometry (Å):
C: -2.992 -0.211 0.190
C: -1.698 0.045 1.080
C: -0.762 -2.644 -0.405
C: 1.486 -1.957 -0.992
C: 0.727 -2.208 1.517
C: 1.941 1.919 0.954
C: 1.202 1.996 -1.502
C: -0.356 2.773 0.258
C: 0.432 -1.870 0.058
C: 0.801 1.910 -0.050
N: -1.726 0.666 -1.558
O: -4.007 -0.633 0.713
O: -2.882 0.129 -1.081
P: -0.156 -0.013 0.130
H: -2.014 0.901 1.638
H: -1.655 -0.876 1.743
H: -1.023 -2.360 -1.470
H: -1.611 -2.639 0.295
H: -0.593 -3.789 -0.626
H: 1.985 -2.948 -0.973
H: 2.288 -1.192 -0.826
H: 1.133 -1.817 -2.047
H: 1.069 -3.269 1.564
H: 1.335 -1.417 1.973
H: -0.245 -2.234 2.184
H: 2.164 3.048 1.146
H: 2.933 1.372 0.866
H: 1.598 1.768 2.028
H: 0.401 2.392 -2.060
H: 1.656 1.096 -1.894
H: 2.095 2.754 -1.395
H: 0.203 3.707 -0.052
H: -1.322 2.543 -0.286
H: -0.835 2.806 1.307
H: -1.572 0.251 -2.425

Properties
highest occupied orbital energy (alpha / beta): -13.07 / -13.06 eV
net charge: +1
spin multiplicity: 1
energy: -25572.6086 eV

Mulliken population analysis, charges in e, atoms 1 to 8: C 0.485; C -0.707; C -1.440; C -1.598; C -1.376; C -1.386; C -1.439; C -1.526

=====

# 3
Molecular formula: C35H35F2N4O3Re
Method: DFT, the ωB97M-V functional and the def2-TZVPD basis

Geometry (Å):
Re: 0.004 -0.142 0.497
O: -1.399 -5.344 -1.301
C: -0.337 -5.521 -0.503
C: 0.146 -6.823 -0.353
C: 1.236 -7.080 0.449
C: 1.886 -6.045 1.124
C: 1.413 -4.761 0.988
C: 0.301 -4.472 0.184
C: -0.171 -3.084 0.115
O: 0.366 -2.186 0.902
N: -1.121 -2.771 -0.697
N: -1.430 -1.442 -0.577
C: -2.546 -1.070 -1.128
C: -3.226 0.144 -0.877
C: -4.418 0.431 -1.575
C: -5.175 1.519 -1.242
C: -4.760 2.357 -0.191
C: -3.606 2.097 0.503
C: -2.816 0.989 0.168
O: -1.725 0.737 0.866
H: -1.607 -4.387 -1.324
H: -0.360 -7.614 -0.892
H: 1.588 -8.099 0.554
H: 2.749 -6.253 1.743
H: 1.896 -3.939 1.502
H: -3.035 -1.800 -1.771
H: -4.726 -0.222 -2.384
H: -6.090 1.732 -1.778
H: -5.361 3.218 0.073
H: -3.263 2.735 1.309
C: -0.977 -2.132 3.954
C: -1.259 -0.657 4.103
C: -2.287 -0.249 4.952
C: -2.563 1.088 5.157
C: -1.802 2.058 4.517
C: -0.785 1.697 3.650
C: 0.054 2.742 2.960
C: -0.533 0.333 3.454
N: 0.484 -0.002 2.481
C: 1.649 -0.464 2.798
C: 2.084 -0.743 4.192
C: 2.583 -0.582 1.663
C: 3.985 -1.026 1.882
N: 2.093 -0.257 0.515
C: 2.986 0.067 -0.570
C: 2.999 -0.732 -1.722
C: 2.096 -1.930 -1.862
C: 3.883 -0.400 -2.738
C: 4.715 0.707 -2.629
C: 4.653 1.506 -1.504
C: 3.788 1.206 -0.455
C: 3.713 2.165 0.713
H: -0.689 -2.554 4.919
H: -0.188 -2.347 3.234
H: -1.876 -2.657 3.630
H: -2.876 -1.009 5.454
H: -3.371 1.380 5.816
H: -2.002 3.109 4.691
H: -0.302 3.743 3.200
H: 0.024 2.625 1.877
H: 1.099 2.672 3.278
H: 1.276 -0.555 4.893
H: 2.938 -0.113 4.453
H: 2.404 -1.783 4.289
H: 3.977 -1.964 2.443
H: 4.543 -0.297 2.476
H: 4.500 -1.180 0.939
H: 2.177 -2.598 -1.005
H: 2.348 -2.495 -2.758
H: 1.053 -1.618 -1.952
H: 3.927 -1.022 -3.623
H: 5.402 0.951 -3.431
H: 5.278 2.388 -1.426
H: 3.500 3.169 0.345
H: 4.669 2.214 1.237
H: 2.938 1.909 1.433
F: -0.442 2.643 -0.512
C: 0.228 1.501 -0.821
F: -0.390 0.944 -1.930
H: 1.235 1.781 -1.125

Properties
highest occupied orbital energy (alpha / beta): -10.66 / -10.65 eV
⟨S²⟩: 0.7713
net charge: +1
spin multiplicity: 2
energy: -56526.1612 eV

Mulliken population analysis, charges in e, atoms 1 to 8: Re 1.785; O -0.638; C 0.432; C -0.744; C -0.418; C -1.139; C -0.336; C 0.437

=====

# 4
Molecular formula: C4H6S
Method: DFT, the ωB97M-V functional and the def2-TZVPD basis

Geometry (Å):
S: -1.523 1.307 1.067
C: -0.797 -0.107 0.242
C: -0.525 0.138 -1.245
C: 1.003 -0.203 -0.971
C: 0.767 -0.269 0.513
H: -0.858 0.939 2.259
H: -1.347 -0.984 0.197
H: -0.933 0.441 -2.223
H: 1.832 -0.501 -1.712
H: 0.908 -1.210 0.922
H: 1.474 0.449 0.950

Properties
highest occupied orbital energy: -8.61 eV
net charge: 0
spin multiplicity: 1
energy: -15076.5108 eV
SMILES: S[C@H]1C=CC1

Mulliken population analysis, charges in e, atoms 1 to 8: S -0.275; C 0.173; C -0.707; C -0.258; C -0.752; H 0.123; H 0.418; H 0.359

=====

# 5
Molecular formula: C6H13NS
Method: DFT, the ωB97M-V functional and the def2-TZVPD basis

Geometry (Å):
C: -0.733 -2.114 -0.500
C: -0.201 -0.687 -0.635
C: -0.836 0.228 -1.544
C: -0.238 -0.098 0.816
C: 0.835 0.005 1.918
C: 0.213 1.295 1.205
H: 0.075 -2.807 0.040
H: -1.369 -2.648 -1.569
H: -1.621 -2.194 0.543
H: -2.013 0.009 -1.755
H: -0.836 1.438 -1.364
H: -0.431 0.070 -2.739
H: 1.513 0.646 -0.565
H: -1.132 -0.492 1.303
H: 0.442 -0.374 2.954
H: 1.813 -0.135 1.446
H: -0.534 1.869 1.694
H: 0.579 2.050 -0.871
H: 1.737 2.790 0.463
N: 1.116 1.910 0.213
S: 1.622 -0.762 -1.053

Properties
highest occupied orbital energy: -8.12 eV
net charge: 0
spin multiplicity: 1
energy: -18752.0817 eV

Mulliken population analysis, charges in e, atoms 1 to 8: C -1.111; C 1.156; C -1.269; C -0.895; C -0.513; C -0.345; H 0.331; H 0.242

=====

# 6
Molecular formula: C5H11N2
Method: DFT, the ωB97M-V functional and the def2-TZVPD basis

Geometry (Å):
C: 0.893 -0.637 -0.559
C: 0.517 -0.961 1.879
C: 0.468 0.281 -1.420
C: -0.341 0.212 1.384
C: -1.878 -0.075 1.585
N: 0.075 -0.897 0.520
N: 1.098 0.666 -2.663
H: 1.708 -1.277 -0.888
H: 1.514 -0.672 2.173
H: 0.186 -1.689 2.488
H: -0.356 0.828 -1.178
H: 0.253 1.139 1.186
H: -2.155 0.151 2.595
H: -2.294 -1.028 1.185
H: -2.536 0.680 1.091
H: 0.373 0.596 -3.349
H: 1.806 -0.075 -2.979
H: 1.572 1.495 -2.490

Properties
highest occupied orbital energy (alpha / beta): -9.10 / -14.67 eV
⟨S²⟩: 2.0062
net charge: +1
spin multiplicity: 3
energy: -8329.8103 eV

Mulliken population analysis, charges in e, atoms 1 to 8: C -0.683; C -0.652; C -0.545; C 0.124; C -1.290; N -0.014; N -0.164; H 0.243